{"formula": "H6N2O3Si", "method": "wB97M-V/def2-TZVPD", "smiles": "[H]/N=N\\[H].O[SiH](O)O", "molar_mass_g_mol": 110.1, "energy_ev": -17099.093, "homo_lumo_gap_ha": 0.3596, "lumo_energy_ev": 0.537, "species": ["H", "N", "N", "H", "O", "Si", "O", "O", "H", "H", "H", "H"], "xyz": [[-2.56286, -0.92570, -2.87304], [-3.00466, -1.26699, -1.96872], [-2.41022, -0.94425, -0.91698], [-1.37481, -0.49991, -1.06053], [1.08806, -0.43289, -0.43045], [1.45644, 0.70885, 0.61902], [1.04459, 0.04889, 2.00305], [3.08200, 0.85663, 0.55868], [1.80868, -0.73331, -1.04084], [0.74847, 1.95906, 0.26182], [0.21052, 0.04631, 2.45972], [3.72235, 0.85684, 1.17250]], "forces_ev_per_angstrom": [[0.1717, -0.4835, 0.9852], [0.6228, 1.1986, 0.6920], [1.8230, 0.0117, -1.6185], [-2.5372, -0.7362, -0.0273], [0.6163, -1.5006, -2.8350], [0.9074, 0.8194, 0.0323], [-0.0983, -0.0727, 1.8180], [-3.3996, 0.3175, -3.5624], [-1.1371, 0.4409, 0.8681], [0.1870, -0.1274, 0.2241], [-0.2478, 0.1091, -0.0141], [3.0918, 0.0233, 3.4376]], "mulliken_charge": [0.213, -0.294, -0.131, 0.211, -0.407, 0.476, -0.426, -0.459, 0.313, -0.112, 0.319, 0.297]}